Record 1
The following is a DFT calculation (ωB97M-V/def2-TZVPD) of C8H8ClNO in the gas phase.

Geometry (Å):
Cl  -0.092692  3.786953  0.022735
O  0.053041  -4.232667  0.139659
N  -0.459970  -2.120908  -0.364114
C  -1.423605  0.038224  0.274837
C  0.734430  -0.038031  -0.775790
C  -1.409560  1.442439  0.413160
C  -0.191908  1.983543  -0.113731
C  1.664322  -2.561170  0.828364
C  0.803671  1.310447  -0.633557
C  -0.340279  -0.672218  -0.302585
C  0.352421  -2.969304  0.238207
H  -1.289793  -2.600219  -0.496305
H  1.937145  -3.419792  1.510676
H  1.285409  -0.678879  -1.192225
H  2.305084  -2.485430  0.146820
H  -2.088627  1.976744  0.710146
H  -2.158149  -0.377216  0.583390
H  1.755021  2.097471  -1.115834
H  1.488180  -1.386773  1.324937

Atoms 1-3, force components in eV/Å:
0.106 -1.068 -0.200
0.918 4.183 0.853
1.353 3.069 0.305

The calculation puts the energy at -24481.5342 eV. The orbital gap is 9.86 eV. As for the total charge: 0. Its SMILES is CC(=O)Nc1ccc(Cl)cc1.


Record 2
The following is a DFT calculation (ωB97M-V/def2-TZVPD) of a 8-piece molecular cluster, C10H36N12O10 overall.

Geometry (Å):
O  3.914247  0.969177  -0.480265
O  -0.456403  -1.556236  2.198949
O  3.377665  -2.059322  3.425047
O  -4.877953  0.312055  2.142189
O  2.518606  3.453788  -1.373581
O  1.837276  6.439740  -0.787644
O  0.056794  0.116033  -1.588903
O  -3.343633  2.034086  0.727444
O  -3.596896  -1.871195  1.193709
O  -1.932089  -3.091944  -2.820973
N  -3.065798  -3.586239  -0.313554
N  -0.632009  -4.324155  -4.337403
N  -1.232474  1.993647  -1.591796
N  -2.941902  -1.350160  -0.881208
N  -0.735653  0.941332  0.342869
N  0.040618  -2.570219  4.223093
N  0.190797  -2.429527  -3.106591
N  -2.100376  -2.653955  3.331991
N  4.622269  -0.436229  2.543056
N  5.418718  -0.448830  -1.308592
N  3.191454  -0.707795  -1.799275
N  2.241426  -0.451568  2.159177
C  -0.835613  -3.269861  -3.365791
C  3.033474  5.902111  -1.384317
C  3.381723  -1.022435  2.756665
C  -0.626105  0.914946  -0.996370
C  -3.246391  -2.248074  0.047102
C  4.164007  -0.013220  -1.172579
C  -5.562006  1.099749  1.136841
C  -0.774373  -2.221512  3.148403
C  -4.738738  2.421859  0.899793
C  3.264306  4.533279  -0.738219
H  -5.168389  2.918650  0.005741
H  -3.198732  1.311400  1.330724
H  -1.288395  -5.053790  -4.235968
H  4.280922  4.257846  -0.798378
H  5.421221  -1.032708  2.675627
H  2.960387  4.569213  0.372062
H  -2.450057  -2.978389  4.238260
H  6.106512  0.131395  -0.863170
H  -2.450313  -1.598766  -1.762109
H  -6.632462  1.331751  1.511320
H  -2.843468  -2.254218  2.681263
H  0.957446  -2.549604  3.978514
H  -1.205194  1.667068  0.876637
H  -4.353702  -0.340442  1.674136
H  -0.696679  0.066349  0.922070
H  2.966947  5.748217  -2.488105
H  -2.755013  -3.785203  -1.237691
H  1.380125  5.674367  -0.419065
H  -5.696564  0.609707  0.232701
H  -1.855652  2.545075  -1.028257
H  4.733462  0.212374  1.798364
H  3.336050  -1.660860  -2.130471
H  5.710583  -1.269882  -1.857315
H  2.316522  0.088020  1.267026
H  -4.871084  3.215364  1.667591
H  -0.013846  -1.637590  -2.576090
H  0.963629  -2.326664  -3.806375
H  -1.006444  2.243932  -2.524505
H  1.454224  -1.100349  2.210151
H  3.880941  6.564623  -1.203004
H  -0.113183  -3.299919  4.885026
H  -3.116083  -4.352782  0.328698
H  0.316441  -4.700205  -4.300906
H  -2.952656  -0.388324  -0.569743
H  2.280311  -0.316990  -1.894266
H  3.047224  2.672004  -1.189763

Atoms 1-3, force components in eV/Å:
-0.045 0.725 0.107
1.072 0.568 -1.149
-1.092 0.678 -0.104

The calculation puts the energy at -49315.8289 eV. The orbital gap is 9.44 eV. As for the total charge: 0. Its SMILES is NC(N)=O.NC(N)=O.NC(N)=O.NC(N)=O.NC(N)=O.NC(N)=O.OCCO.OCCO.


Record 3
The following is a DFT calculation (ωB97M-V/def2-TZVPD) of C3H11N3S as an isolated structure.

Geometry (Å):
S  1.164281  -1.352850  -0.305637
N  -0.983188  -0.633972  -2.123591
N  2.988900  0.587782  1.516839
N  -3.153230  0.209518  -1.795354
C  0.672272  -0.113894  0.951696
C  1.729136  0.072215  2.034755
C  -1.948945  -0.194038  -1.395889
H  1.887772  -0.905660  2.493856
H  -3.862144  0.504638  -1.150383
H  -1.087177  -0.492574  -3.114334
H  -1.714679  -0.130525  -0.336495
H  2.859839  1.032494  0.617478
H  1.274467  0.739206  2.779686
H  0.014402  -0.992344  -1.458797
H  0.413918  0.827426  0.450336
H  -3.407834  0.040365  -2.747993
H  3.403218  1.249647  2.145770
H  -0.251009  -0.447436  1.438056

Atoms 1-3, force components in eV/Å:
-0.227 0.108 -0.240
-1.011 0.731 -0.048
-0.033 -0.142 -0.194

The calculation puts the energy at -18593.8106 eV. The orbital gap is 7.17 eV. As for the total charge: 0.


Record 4
The following is a DFT calculation (ωB97M-V/def2-TZVPD) of C11H30GaO2P2 as an isolated structure.

Geometry (Å):
Ga  0.097828  0.061528  -1.219358
P  -0.126356  2.409929  -1.305818
P  -0.145672  -2.394756  -1.293033
O  2.913416  -0.022642  0.499907
O  0.376490  0.138584  1.257918
C  0.524600  -1.379869  3.199708
C  0.961420  1.139950  3.314323
C  0.145721  0.027433  2.715995
C  -0.407988  2.759626  -3.063854
C  -1.437501  3.282946  -0.425055
C  1.402455  3.290899  -0.903468
C  -0.233898  -2.734127  -3.071084
C  1.315684  -3.308122  -0.755549
C  -1.559798  -3.257338  -0.580015
C  1.893577  -0.014378  -0.072525
C  -1.346188  0.239191  3.024307
H  -1.113587  -2.249230  -3.498535
H  1.265323  4.342944  -1.171208
H  -1.535372  -4.304757  -0.903727
H  2.219466  -2.917526  -1.235938
H  1.993956  1.047726  2.970905
H  2.243425  2.875674  -1.471751
H  -2.484212  -2.766065  -0.922463
H  -0.450240  3.840433  -3.204339
H  -2.012504  -0.554876  2.630251
H  1.185169  -4.353226  -1.051232
H  0.493106  -1.496125  4.264526
H  0.943567  1.242364  4.371398
H  0.716733  0.018876  -2.698545
H  -1.277886  3.197986  0.665079
H  0.655939  -2.345438  -3.569698
H  -1.226217  0.362051  -0.452097
H  1.445059  -3.251033  0.331751
H  -1.434409  4.336930  -0.731794
H  -1.349230  2.298897  -3.379208
H  0.588128  2.064557  2.852148
H  1.533381  -1.624998  2.839044
H  -1.512205  -3.186212  0.522816
H  -0.295665  -3.810168  -3.220646
H  -0.161294  -2.114019  2.747248
H  -1.503671  0.253619  4.127498
H  0.409390  2.331028  -3.653000
H  -1.205245  -0.713760  -0.627582
H  -2.408340  2.819165  -0.663853
H  1.625370  3.205123  0.167422
H  -1.721736  1.211185  2.643130

Atoms 1-3, force components in eV/Å:
4.055 0.134 -0.899
0.259 1.106 -0.050
0.482 -1.025 -0.247

The calculation puts the energy at -86932.2689 eV. The orbital gap is 8.39 eV. As for the total charge: +1.


Record 5
The following is a DFT calculation (ωB97M-V/def2-TZVPD) of C6H8FN in the gas phase.

Geometry (Å):
F  0.710010  0.690635  -2.318603
N  -0.970054  0.754740  0.791651
C  0.008917  1.783520  0.475194
C  -1.185457  -2.763319  0.297250
C  1.273708  1.034609  -0.031378
C  -1.750399  -1.554480  0.226759
C  0.832498  0.062696  -1.105471
C  -1.044361  -0.299154  0.132943
H  1.310678  -1.001653  -1.220146
H  -2.877907  -1.439607  0.253716
H  1.922716  1.801027  -0.431109
H  0.137622  2.472887  1.320552
H  -1.790705  -3.646689  0.501977
H  1.616422  0.312683  0.711387
H  -0.286122  2.632190  -0.162792
H  -0.170234  -2.828601  0.329625

Atoms 1-3, force components in eV/Å:
-0.329 -0.504 0.152
-1.675 -0.150 -0.237
0.299 0.167 0.540

The calculation puts the energy at -10555.0517 eV. The orbital gap (alpha / beta) is 8.22 / 8.22 eV. As for the total charge: 0.


Record order is preserved below.
Relative energy (zero: lowest compared OMol25 entry of this formula, charge and spin): 413.5; 41.1; 145.7; 0.0; 386.6 kJ/mol